# C24H40F6O24PS4

A cluster of 9 separate species, C24H40F6O24PS4 in total at a distorted geometry (ωB97M-V/def2-TZVPD, the OMol25 dataset).

The geometry in XYZ format:
```
99
Properties=species:S:1:pos:R:3:forces:R:3
P -0.6561 -0.2119 0.0660 0.636 1.620 -0.688
F -2.1669 -0.3271 -0.4806 0.506 -0.214 0.475
F -0.7096 1.4229 -0.0774 -0.495 -0.105 0.517
F -1.1160 -0.1196 1.6139 -0.557 -0.074 -0.148
F 0.8792 -0.0291 0.6037 0.607 -0.259 0.084
F -0.4962 -1.7949 0.1557 -0.166 -0.322 0.065
F -0.0703 -0.1994 -1.4458 -0.104 -0.669 -0.274
O 2.3056 0.7695 -3.5201 -1.254 -2.017 -0.232
C 1.3527 0.1786 -4.0490 2.897 1.938 1.481
O 0.4550 0.9445 -4.6399 0.618 0.153 -0.158
C -0.3717 0.1747 -5.4744 -1.645 -0.773 -0.065
C 0.2373 -1.2449 -5.5427 -0.272 0.608 0.109
C 1.0262 -1.2821 -4.2085 -0.201 -0.759 -1.463
H -0.4904 0.7237 -6.4085 -0.005 -0.306 -0.024
H -1.3088 0.1608 -4.9177 -0.478 -0.220 -0.526
H 0.9015 -1.3349 -6.4022 0.286 0.168 0.142
H -0.4667 -2.0676 -5.6683 -0.280 0.310 0.255
H 1.8257 -1.9939 -4.4142 0.570 0.523 0.707
H 0.4416 -1.6591 -3.3693 -0.122 0.292 0.015
O 6.8666 0.5235 1.0329 -0.271 0.322 -0.326
C 6.0020 0.1778 0.2506 1.268 -2.773 -1.776
O 6.2479 -0.6824 -0.7990 -0.392 2.615 2.371
C 4.9442 -1.1209 -1.3141 -0.694 -0.984 0.838
C 3.9903 -0.7724 -0.1725 -1.122 0.040 -0.989
C 4.5178 0.4890 0.4473 0.578 0.697 0.020
H 5.0168 -2.2017 -1.4359 0.220 0.053 0.031
H 4.6870 -0.7001 -2.2861 0.315 0.574 0.230
H 3.8406 -1.5188 0.6076 0.213 -0.244 -0.359
H 3.0304 -0.5149 -0.6202 -0.455 -0.083 0.215
H 4.1723 0.7469 1.4484 0.374 -0.299 0.077
H 4.4500 1.4126 -0.1275 -0.270 0.215 -0.443
O -5.9717 2.9816 -3.8219 3.891 -1.014 2.128
C -4.9234 2.7059 -3.1727 -4.254 1.604 -1.596
O -3.9009 2.0444 -3.6897 0.135 0.056 -0.530
C -2.9508 1.7186 -2.6895 1.400 -0.089 0.459
C -3.3862 2.3147 -1.3663 -0.890 -0.743 1.001
C -4.6755 3.0339 -1.7044 0.040 0.068 -0.683
H -1.9784 2.1836 -2.8520 0.063 -0.311 -1.005
H -2.8611 0.6323 -2.6850 0.118 0.120 0.138
H -2.6789 3.0189 -0.9281 0.167 -0.274 -0.222
H -3.5317 1.5051 -0.6512 -0.032 0.193 0.085
H -4.4269 4.0899 -1.5987 -0.927 0.170 -0.102
H -5.5853 2.7266 -1.1887 0.232 0.346 0.315
O -6.5660 -3.4990 3.3876 3.101 2.020 -1.058
C -5.6640 -2.7988 2.8900 -2.302 -1.692 2.111
O -4.5511 -2.3772 3.5879 -0.118 0.044 0.166
C -3.7442 -1.3744 2.8589 -1.886 -1.160 -0.239
C -4.3806 -1.4655 1.4737 1.064 0.823 -1.902
C -5.6443 -2.2979 1.4898 0.314 0.421 0.491
H -2.6783 -1.6004 2.8887 -0.270 -0.360 0.113
H -3.9123 -0.3858 3.2862 -0.098 -0.150 0.318
H -3.6916 -1.9036 0.7516 0.187 0.159 0.109
H -4.5860 -0.4566 1.1158 0.042 -0.021 -0.154
H -5.6411 -3.1653 0.8298 0.043 0.167 -0.080
H -6.5228 -1.6878 1.2799 -0.124 -0.275 0.130
C 1.7515 -3.7564 -0.8093 -0.512 2.491 0.891
C 0.3467 -4.2153 -1.0924 0.234 -1.677 -0.571
O 0.5430 -5.6275 -1.2779 1.655 -1.209 -1.161
S 2.0936 -5.9122 -1.9959 -3.348 -0.224 -0.511
O 1.9453 -5.6835 -3.4216 0.554 0.361 1.983
O 2.6381 -7.1476 -1.5521 -0.219 0.735 0.082
O 2.7369 -4.7174 -1.1821 0.149 0.441 -0.103
H 1.6911 -3.4989 0.2482 1.234 -0.732 0.333
H 1.9106 -2.7753 -1.2566 0.450 -0.197 -0.579
H -0.0984 -3.7746 -1.9845 -0.125 0.011 0.106
H -0.2631 -4.1112 -0.1950 -0.148 0.088 -0.447
C 2.0671 3.1868 -1.3138 -0.265 -1.140 0.906
C 1.8149 3.1476 0.1879 -1.151 -1.392 0.320
O 2.9158 3.7284 0.8238 2.878 1.353 -0.453
S 3.6884 4.7777 -0.1973 -1.721 2.032 0.054
O 5.0431 4.3795 -0.4855 -1.359 -0.296 0.506
O 3.4299 6.1613 0.2198 0.582 -3.186 -0.906
O 2.6865 4.4163 -1.4570 1.576 2.497 0.125
H 1.1391 3.0815 -1.8759 0.148 0.465 -0.085
H 2.7607 2.4324 -1.6852 -0.147 -0.443 0.195
H 1.7607 2.1266 0.5657 -0.291 0.008 -0.111
H 0.9556 3.7132 0.5480 -0.356 -0.125 -0.587
C 1.7988 -0.9793 3.2960 -1.213 0.994 -0.960
C 2.4892 -0.9636 4.6441 -0.762 -0.226 -0.622
O 3.6697 -1.6018 4.2937 3.361 -2.216 0.459
S 3.5357 -2.9214 3.3309 -0.181 -0.192 0.807
O 3.0002 -4.0785 4.0399 0.492 2.416 -1.313
O 4.8021 -3.1609 2.6016 -3.320 1.663 1.123
O 2.3220 -2.0820 2.5007 1.056 -1.537 0.465
H 1.9271 -0.0944 2.6727 0.513 0.080 0.209
H 0.7133 -1.0213 3.3860 0.011 -0.714 -0.081
H 1.8934 -1.4987 5.3835 0.266 -0.219 0.136
H 2.7839 0.0071 5.0429 -0.266 0.029 -0.269
C -2.1503 2.1471 4.0973 0.874 1.072 -0.895
C -2.0424 2.6862 2.6314 0.909 -0.585 0.109
O -2.4921 4.0531 2.6485 -1.085 -0.399 0.982
S -3.2824 4.4155 4.0667 0.473 1.145 -0.945
O -4.6334 4.9675 3.7993 3.595 -2.203 0.943
O -2.2968 5.2185 4.7972 -2.212 -1.727 -0.730
O -3.2830 2.8138 4.5907 -2.253 2.098 0.055
H -1.3777 2.4952 4.7829 0.798 -0.274 -0.544
H -2.2362 1.0624 4.1607 -0.431 0.196 -0.053
H -2.5394 2.0715 1.8808 -1.020 0.163 0.373
H -1.0436 2.6404 2.1973 0.375 0.446 0.608
```
Positions in Å, forces in eV/Å.

As for the HOMO-LUMO gap (alpha / beta): 7.69 / 2.65 eV. For the HOMO energy (alpha / beta), the calculation gives -0.3666 / -0.3666 Ha. The value obtained for the LUMO energy (alpha / beta) is -2.29 / -7.33 eV. Its multiplicity is 2.

# C20H47BiO7SSi

A structure of composition C20H47BiO7SSi at a distorted geometry (ωB97M-V/def2-TZVPD, the OMol25 dataset).

The geometry in XYZ format:
```
77
Properties=species:S:1:pos:R:3:forces:R:3
Bi -0.2238 -0.3943 3.2050 0.417 0.315 -0.272
C 1.8423 2.0482 5.3217 0.484 -0.676 0.921
O 0.6231 1.2708 5.3671 0.355 0.721 0.029
C -0.4239 2.1343 5.8138 -0.674 0.505 -0.294
C -1.4687 2.1886 4.7207 -0.097 -0.584 0.382
O -1.8506 0.8264 4.4453 0.807 -0.421 0.296
C -3.1066 0.6721 3.8319 -0.360 0.223 -1.215
C -3.3731 -0.7849 3.6167 -1.038 0.184 -0.847
O -2.4821 -1.2982 2.6238 -0.130 -0.023 0.072
C -2.7267 -2.6793 2.2687 0.686 0.725 -0.112
H 1.9001 2.6242 6.2762 0.088 -0.107 -0.967
H 2.6866 1.3446 5.3583 -0.283 0.195 -0.339
H 1.8635 2.6590 4.4141 0.096 0.103 0.285
H -0.8595 1.7430 6.7492 0.243 0.129 -0.344
H -0.0703 3.1850 5.9693 -0.185 -0.924 0.041
H -2.3697 2.6538 5.0592 -0.460 0.760 0.274
H -1.1213 2.6318 3.7956 0.191 0.255 -0.176
H -3.8519 1.0318 4.5207 -0.516 0.421 0.068
H -3.1111 1.2053 2.8548 -0.193 -0.095 0.608
H -3.2839 -1.2755 4.5809 0.016 -0.596 0.037
H -4.3961 -0.8777 3.1922 0.392 -0.047 0.598
H -3.6229 -2.8166 1.6722 -0.244 0.265 0.104
H -1.8685 -2.9678 1.6722 0.065 -0.197 -0.083
H -2.7512 -3.2376 3.1793 -0.175 -0.704 0.468
C 2.6625 -2.8448 -1.7701 0.366 0.568 -1.235
C 2.6014 -1.4349 -2.3948 0.511 -0.564 -0.799
C 3.2357 -0.3544 -1.5563 0.315 -0.415 0.494
C 3.2013 -1.4770 -3.8147 -1.044 -0.210 0.112
O 1.1271 -1.1490 -2.5422 0.209 0.389 -0.114
Si 0.2549 0.0863 -2.9987 -0.642 0.276 0.462
S -0.1670 1.0482 1.3797 0.162 -0.505 0.587
O -1.3359 0.0179 -2.9585 1.112 -0.015 -0.515
C -2.2553 -1.0142 -3.4359 -0.517 -1.309 0.919
C -3.2245 -0.3563 -4.3960 0.662 -1.139 0.220
C -1.4551 -2.1507 -4.0980 0.403 1.177 0.070
C -2.9134 -1.5366 -2.1388 1.113 1.984 0.138
O 0.8531 1.4955 -3.3262 0.300 -0.003 0.285
C 0.2796 2.8662 -3.6651 -0.358 -0.676 -0.526
C -0.0815 2.7500 -5.1501 -0.663 -0.340 0.391
C 1.3993 3.8349 -3.4255 0.221 -0.263 0.547
C -0.8739 3.1666 -2.7269 0.885 0.048 0.189
H 3.7000 -3.2104 -1.7782 -0.293 0.257 0.228
H 2.1023 -3.5189 -2.4126 -0.109 -0.096 -0.028
H 2.2320 -2.8786 -0.7958 -0.170 0.048 0.849
H 4.3028 -0.6036 -1.4031 -0.503 0.046 -0.040
H 2.7344 -0.3673 -0.5815 0.145 0.409 -0.055
H 3.2088 0.6303 -2.0276 -0.227 -0.071 0.091
H 4.2776 -1.6421 -3.8025 -0.062 -0.101 0.148
H 3.0187 -0.5238 -4.3274 0.021 -0.185 0.016
H 2.6975 -2.3054 -4.3527 0.447 0.524 0.021
H -2.6719 0.1560 -5.1552 0.258 0.387 -0.591
H -3.8476 0.3187 -3.8735 -0.761 0.798 0.431
H -3.8162 -1.1382 -4.8661 -0.180 0.064 -0.028
H -0.8774 -1.7142 -4.9264 0.098 -0.162 0.044
H -2.0418 -2.9382 -4.5275 -0.651 -0.232 -0.122
H -0.7893 -2.6022 -3.3718 0.220 -0.075 0.060
H -3.4116 -0.7235 -1.5733 0.361 -0.297 -0.386
H -2.1440 -1.9799 -1.5068 -0.009 -0.029 0.048
H -3.6315 -2.2459 -2.3622 -1.475 -1.595 -0.491
H 0.8113 2.4758 -5.7067 0.022 0.208 -0.160
H -0.4994 3.6982 -5.5009 0.210 -0.117 -0.066
H -0.8514 1.9645 -5.3395 0.445 0.530 0.311
H 2.2702 3.6078 -4.0012 0.506 -0.294 -0.627
H 1.7298 3.7919 -2.3772 -0.370 0.381 -0.215
H 1.0578 4.8124 -3.7392 -0.003 0.360 0.294
H -1.7384 2.5687 -2.8645 -0.700 -0.739 -0.220
H -1.1670 4.1879 -2.8333 -0.194 0.793 -0.376
H -0.5323 3.1068 -1.6992 0.081 -0.281 0.262
C 2.5678 -2.2672 4.9736 -0.741 0.635 0.284
C 3.0218 -2.0589 3.5449 -0.751 0.390 0.945
O 2.1165 -1.0947 2.9202 0.423 -0.401 0.041
H 3.2185 -2.9428 5.4908 0.383 -0.639 0.085
H 1.5352 -2.6779 5.0316 0.645 0.250 -0.084
H 2.6211 -1.3443 5.5771 -0.201 -0.164 -0.439
H 2.9889 -2.9955 3.0287 -0.063 -0.471 -0.614
H 4.0142 -1.6559 3.5082 0.559 0.219 -0.038
H 2.5308 -0.7244 2.1399 0.121 0.219 -0.335
```
Positions in Å, forces in eV/Å.

As for the HOMO-LUMO gap: 8.46 eV. Its total charge is +2. For the HOMO energy, the calculation gives -0.5154 Ha. The value obtained for the LUMO energy is -5.56 eV. Its multiplicity is 1. For the energy relative to the best compared isomer or geometry (same formula, charge and spin), the calculation gives 16.62 kcal/mol.

# C6H5NOS

The molecule C6H5NOS at a distorted geometry (ωB97M-V/def2-TZVPD, the OMol25 dataset).

The geometry in XYZ format:
```
14
Properties=species:S:1:pos:R:3:forces:R:3
O 3.1297 -1.3501 0.5757 -1.482 1.923 -0.300
C 2.2562 -0.4913 0.4914 0.808 -1.570 0.794
N 2.3851 0.9005 0.7551 -0.715 0.365 -0.299
C 1.2139 1.4807 0.5352 2.060 1.664 0.986
C 0.1606 0.6521 0.0234 1.639 -6.872 0.647
C 0.8028 -0.7886 0.1852 -2.929 5.039 -1.398
S -0.2226 -2.1796 -0.1582 1.015 2.363 0.184
C -1.5369 -0.9768 -0.5730 -4.214 -0.995 -1.852
C -1.3044 0.5304 -0.3468 -0.190 0.915 1.751
H 1.2119 2.6170 0.8469 -0.515 -2.335 -0.944
H -2.5124 -1.3385 -0.0563 1.780 0.692 -0.316
H -1.9240 -1.0904 -1.6455 1.235 -0.237 1.083
H -1.9862 0.8100 0.5057 0.881 -0.012 -0.388
H -1.6736 1.2249 -1.1390 0.626 -0.939 0.052
```
Positions in Å, forces in eV/Å.

As for the HOMO-LUMO gap (alpha / beta): 6.45 / 6.61 eV. For the HOMO energy (alpha / beta), the calculation gives -0.3005 / -0.3043 Ha. Its SMILES is O=C1N=CC2=C1SCC2. The value obtained for the LUMO energy (alpha / beta) is -1.73 / -1.67 eV. Its multiplicity is 1. For the energy relative to the best compared isomer or geometry (same formula, charge and spin), the calculation gives 40.55 kcal/mol.

# C7H12N4O

The molecule C7H12N4O at a distorted geometry (ωB97M-V/def2-TZVPD, the OMol25 dataset).

The geometry in XYZ format:
```
24
Properties=species:S:1:pos:R:3:forces:R:3
C 0.0014 0.0857 0.0696 -0.009 1.016 0.027
C -2.3879 -0.2425 0.0279 -0.587 0.020 -0.066
C 2.3909 -0.2411 -0.0016 0.587 0.081 -0.048
C -3.4684 -1.2579 -0.0391 0.242 0.032 -0.052
C -2.6642 1.2131 0.0205 0.221 0.283 0.006
C 3.4741 -1.2541 -0.0464 -0.255 0.039 -0.028
C 2.6608 1.2155 0.0621 -0.203 0.236 0.006
N -0.9569 -2.0323 0.0821 4.630 -1.604 0.009
N 0.9605 -2.0318 0.0550 -4.605 -1.582 0.128
N -1.1449 -0.7617 0.0668 -0.079 1.131 -0.026
N 1.1484 -0.7607 0.0456 0.052 1.089 -0.020
O -0.0010 1.2847 0.0890 0.015 -0.719 -0.018
H -3.2014 -2.0125 -0.7847 -0.089 -0.088 -0.033
H -3.5532 -1.7959 0.9091 -0.019 -0.115 0.063
H -4.4252 -0.8070 -0.2842 -0.015 0.063 0.021
H -2.2051 1.7253 0.8684 -0.116 0.066 -0.044
H -2.2669 1.6912 -0.8795 -0.073 0.110 0.046
H -3.7375 1.3719 0.0520 -0.081 -0.055 0.002
H 3.5071 -1.8113 0.8944 0.038 -0.121 0.065
H 3.2501 -1.9953 -0.8175 0.061 -0.093 -0.057
H 4.4413 -0.7980 -0.2320 0.021 0.066 0.010
H 2.2116 1.7508 -0.7775 0.098 0.090 0.044
H 2.2448 1.6608 0.9687 0.092 0.114 -0.031
H 3.7336 1.3817 0.0514 0.074 -0.061 -0.006
```
Positions in Å, forces in eV/Å.

As for the HOMO-LUMO gap (alpha / beta): 6.85 / 6.85 eV. For the HOMO energy (alpha / beta), the calculation gives -0.2643 / -0.2644 Ha. The value obtained for the LUMO energy (alpha / beta) is -0.34 / -0.34 eV. Its multiplicity is 1. For the energy relative to the best compared isomer or geometry (same formula, charge and spin), the calculation gives 135.22 kcal/mol.